{"formula": "C3H9IN7O10PtS", "method": "the ωB97M-V functional and the def2-TZVPD basis", "orbital_gap_ev": [9.1, 7.3], "lumo_ha": [-0.1306, -0.2210], "s_squared": 6.015, "homo_energy_ev": [-12.7, -13.3], "charge": 1, "multiplicity": 5, "elements": ["Pt", "N", "N", "C", "N", "N", "N", "O", "O", "H", "H", "H", "H", "H", "O", "S", "O", "O", "O", "O", "N", "O", "O", "N", "C", "O", "C", "I", "H", "H", "H", "H"], "coordinates": [[-0.35796, -0.52969, 0.15435], [0.84384, -2.41341, -0.30835], [2.09238, -2.42721, 0.31054], [2.56324, -1.31814, 0.92850], [3.77192, -1.38799, 1.45791], [1.73845, -0.26641, 0.91402], [2.16017, 0.96251, 1.41255], [1.41138, 1.87983, 1.19736], [3.21085, 1.04851, 2.01936], [0.23416, -3.13475, 0.07025], [0.91073, -2.50806, -1.31896], [2.61743, -3.28745, 0.32654], [4.33259, -2.21764, 1.36016], [4.12988, -0.57926, 1.94592], [-3.73409, -1.79987, -1.51513], [-2.62545, -0.91569, -1.53013], [-2.62861, 0.00836, -2.73236], [-1.28336, -1.61931, -1.57414], [-2.49672, -0.07385, -0.28343], [-0.91479, 0.48558, 2.05788], [-1.24638, -0.60906, 2.64957], [-1.69264, -0.63443, 3.74435], [-1.04429, -1.66365, 1.94955], [-1.04171, 2.80504, -0.14605], [-0.84061, 2.15338, -1.28186], [-0.12773, 1.14377, -1.39182], [-1.52471, 2.68029, -2.52248], [-3.59801, 2.19186, -2.48612], [-0.59419, 2.48363, 0.70136], [-1.66004, 3.59629, -0.09086], [-1.12901, 2.18357, -3.40103], [-1.47672, 3.76325, -2.61744]], "atomic_forces_ev_per_a": [[-0.16, -0.07, -0.04], [0.02, 0.02, 0.02], [0.01, -0.02, 0.00], [0.02, 0.04, 0.02], [0.00, -0.03, -0.01], [-0.03, 0.01, -0.03], [0.00, -0.02, 0.02], [0.00, 0.01, 0.00], [0.02, 0.01, 0.00], [0.01, -0.01, 0.00], [0.00, 0.01, 0.00], [0.00, 0.00, 0.00], [0.00, 0.00, 0.00], [-0.01, 0.00, 0.00], [0.00, 0.02, -0.01], [0.01, -0.09, -0.05], [-0.03, 0.09, 0.05], [0.03, 0.04, 0.02], [0.03, 0.08, 0.07], [0.06, 0.01, -0.01], [-0.07, -0.01, 0.00], [0.02, 0.00, 0.01], [0.05, -0.02, -0.01], [0.02, 0.00, 0.01], [0.01, -0.01, -0.03], [0.01, 0.01, 0.01], [0.01, 0.00, -0.01], [0.01, -0.05, -0.04], [-0.01, 0.00, 0.00], [0.00, 0.00, 0.00], [0.00, 0.00, 0.00], [-0.01, 0.00, 0.01]]}

=====

{"formula": "C3H9N", "method": "the ωB97M-V functional and the def2-TZVPD basis", "relative_energy_kcal_mol": 30.57, "orbital_gap_ev": [2.8, 6.4], "lumo_ha": [0.1575, 0.1532], "s_squared": 0.754, "homo_energy_ev": [1.5, -2.2], "charge": -1, "multiplicity": 2, "elements": ["N", "H", "H", "H", "C", "C", "C", "H", "H", "H", "H", "H", "H"], "coordinates": [[1.36345, -2.40729, -0.38548], [0.66544, -2.60215, 0.32096], [2.17625, -2.91512, -0.02897], [1.66739, -1.44033, -0.33810], [-0.43399, 0.79990, 1.14026], [-0.71598, 0.54128, -0.28225], [-1.12708, 1.57399, -1.15103], [0.66550, 0.74515, 1.33788], [-0.64829, 1.85856, 1.40507], [-0.93211, 0.19643, 1.91233], [-0.34854, -0.27607, -0.90147], [-1.37569, 1.30880, -2.17670], [-0.95635, 2.61686, -0.85250]], "atomic_forces_ev_per_a": [[1.02, -0.77, 0.22], [-0.32, 0.60, -0.05], [-0.05, -0.09, -0.28], [-0.68, 0.25, 0.07], [1.36, 0.63, 0.34], [-0.60, -0.09, -1.28], [-0.28, 0.65, 0.35], [-0.26, -0.19, 0.34], [-0.21, -0.42, -0.29], [-0.09, -0.23, -0.02], [0.23, -0.76, 1.00], [0.16, 0.42, -0.02], [-0.27, 0.01, -0.38]]}